Entry 1:
Here is the ion C6H8NS with charge -1 at a distorted geometry from OMol25. Energies are from ωB97M-V/def2-TZVPD.

Positions of all 16 atoms, in Å:
C1 -1.311 0.229 0.084
C2 -0.292 1.171 0.104
C3 -1.313 -1.098 0.441
C4 1.075 0.697 -0.024
C5 -2.082 -2.219 -0.057
C6 2.067 1.839 0.106
N1 1.367 -0.577 -0.193
S1 2.884 -1.202 0.047
H1 -2.176 0.729 -0.200
H2 -0.380 2.195 -0.271
H3 -2.497 -2.784 0.851
H4 -2.991 -2.101 -0.807
H5 -1.499 -3.010 -0.548
H6 2.559 2.092 -0.794
H7 1.767 2.693 0.642
H8 2.824 1.344 0.620

Atomic forces in eV per Å
C 0.37 -1.56 0.97
C 3.05 -1.25 -1.24
C 0.95 1.98 -0.68
C -1.89 1.81 0.35
C -2.53 -1.84 0.20
C -0.04 -1.90 -0.38
N -0.34 0.20 0.25
S 0.04 0.13 -0.11
H -2.45 0.31 -0.67
H -0.62 -0.20 0.62
H 0.23 0.59 -1.16
H 1.45 0.42 1.21
H 0.45 0.44 0.08
H 0.23 0.43 -1.39
H -0.76 0.92 0.53
H 1.86 -0.46 1.41

Summary:
LUMO level (alpha / beta)	3.684 / 3.416	eV
2S+1	1
gap between HOMO and LUMO (alpha / beta)	6.2 / 6.1	eV
total charge	-1

=====

Entry 2:
Here is a structure of composition C6H8O2 at a distorted geometry from OMol25. Energies are from ωB97M-V/def2-TZVPD.

Positions of all 16 atoms, in Å:
C1 -1.547 1.262 0.329
C2 -0.867 0.015 -0.042
C3 -1.233 -1.074 -0.813
C4 0.529 0.033 0.387
C5 1.581 -1.066 0.226
C6 1.604 0.874 -0.189
H1 -2.708 1.196 0.282
H2 -1.119 1.925 -0.517
H3 -1.318 1.500 1.437
H4 -2.218 -1.200 -1.165
H5 -0.655 -2.036 -0.882
H6 0.452 0.188 1.541
H7 1.840 -1.807 1.009
H8 1.525 -1.675 -0.818
O1 2.643 -0.125 -0.075
O2 1.490 1.990 -0.710

Atomic forces in eV per Å
C -2.00 0.71 -0.30
C 0.04 -3.65 -2.50
C 0.80 0.81 2.18
C 1.27 -1.48 3.83
C 0.40 -3.19 -3.17
C -0.17 3.38 -1.61
H 2.06 0.15 -0.27
H -0.91 0.09 2.03
H 0.01 0.21 -2.07
H -1.18 0.18 -0.37
H -0.11 1.56 -0.07
H 0.61 0.19 -1.67
H -0.25 0.84 -0.17
H -0.48 1.11 2.53
O -1.82 2.67 0.15
O 1.73 -3.59 1.48

Summary:
LUMO level	0.685	eV
2S+1	1
gap between HOMO and LUMO	10.2	eV
total charge	0

=====

Entry 3:
Here is a structure of composition C6H8O2 at a distorted geometry from OMol25. Energies are from ωB97M-V/def2-TZVPD.

Positions of all 16 atoms, in Å:
C1 1.223 0.194 0.255
C2 0.645 1.603 0.127
C3 -0.669 1.662 -0.066
C4 -1.368 0.283 -0.159
C5 -2.520 -0.361 -0.123
C6 -0.098 -0.585 -0.274
H1 2.087 -1.465 -0.255
H2 1.230 0.504 1.363
H3 1.431 2.321 0.360
H4 -1.215 2.525 0.084
H5 -3.518 0.116 0.225
H6 -2.606 -1.378 0.100
H7 0.211 -0.823 -1.240
H8 -1.156 -1.596 0.787
O1 2.427 -0.286 -0.285
O2 0.105 -1.837 0.288

Atomic forces in eV per Å
C -3.46 2.60 0.35
C 2.17 -0.68 -1.63
C -1.04 -1.96 0.21
C 4.37 0.18 -0.34
C -2.89 3.08 2.16
C 4.27 0.86 1.32
H 1.97 5.04 -0.10
H 0.42 -2.45 -0.23
H -0.96 0.87 -0.28
H -1.16 1.72 0.08
H 1.79 -0.36 -1.04
H 0.27 -2.06 -0.61
H -0.11 0.82 -2.65
H 4.69 -2.13 -0.94
O -2.79 -4.82 0.49
O -7.54 -0.72 3.22

Summary:
LUMO level	0.347	eV
2S+1	1
gap between HOMO and LUMO	9.6	eV
total charge	0

=====

ΔE to the lowest compared entry with this formula, charge and spin
In order: 446.7 269.1 709.0
Unit: kJ/mol